No. 1
This record from OMol25 describes 3 unconnected molecules or ions with the total composition C3H12NO2. The level of theory is the ωB97M-V functional and the def2-TZVPD basis.

Element x y z (Å)
O -1.801 -0.570 -1.514
O 0.343 2.237 -1.529
N -0.027 0.743 0.716
C 0.955 -1.207 -0.168
C 0.575 -0.594 0.928
C 0.579 -1.070 2.346
H 1.294 -2.222 -0.115
H 0.414 1.347 -0.020
H 0.066 -2.006 2.573
H -1.755 -1.422 -1.973
H 0.869 -0.713 -1.126
H -0.042 1.866 -2.332
H -0.077 1.294 1.571
H 0.123 -0.325 2.995
H 1.589 -1.165 2.700
H -2.725 -0.320 -1.657
H 0.660 3.130 -1.739
H -0.974 0.595 0.333

Calculated values
spin multiplicity: 1
total charge: +1

---

No. 2
This record from OMol25 describes 3 unconnected molecules or ions with the total composition C3H12NO2. The level of theory is the ωB97M-V functional and the def2-TZVPD basis.

Element x y z (Å)
O 2.278 -0.338 1.456
O -0.206 -2.527 -0.324
N 0.297 0.168 -1.000
C -0.418 2.014 0.549
C -0.805 0.932 -0.403
C -2.055 0.510 -0.549
H 3.083 -0.479 1.970
H 0.646 -2.971 -0.236
H 0.325 -0.816 -0.596
H 1.222 0.508 -0.692
H -1.281 2.513 0.968
H -2.372 -0.213 -1.289
H 1.595 -0.157 2.093
H 0.099 2.851 0.064
H -2.823 0.965 0.054
H 0.291 0.118 -2.015
H -0.518 -2.558 -1.222
H 0.306 1.622 1.266

Calculated values
spin multiplicity: 1
total charge: +1

---

No. 3
This record from OMol25 describes 3 unconnected molecules or ions with the total composition C3H12NO2. The level of theory is the ωB97M-V functional and the def2-TZVPD basis.

Element x y z (Å)
O -0.117 1.002 -2.443
O 1.469 -1.629 -1.894
N -0.121 -1.182 0.226
C -0.191 0.858 1.585
C -0.823 0.080 0.660
C -0.590 1.183 2.993
H 0.336 0.939 3.705
H -1.396 0.641 3.393
H 0.258 1.812 -2.779
H 0.629 -1.054 -0.517
H -0.901 -1.768 -0.004
H 1.754 -2.481 -2.271
H 0.375 -1.602 1.009
H -1.104 1.036 -2.637
H -0.823 2.225 3.087
H -1.735 0.302 0.056
H 0.612 1.415 1.155
H 1.656 -0.900 -2.517

Calculated values
spin multiplicity: 1
total charge: +1

---

No. 4
This record from OMol25 describes 4 unconnected molecules or ions with the total composition C3H12NO3. The level of theory is the ωB97M-V functional and the def2-TZVPD basis.

Element x y z (Å)
O 0.432 1.722 1.435
O -0.394 -0.350 -2.422
O -1.638 1.028 -0.208
N 2.852 -0.715 -0.812
C -2.443 0.118 0.297
C -2.146 -0.783 1.393
C 2.715 -1.250 0.511
H -1.019 -0.635 -3.082
H 0.524 2.584 1.754
H 2.171 -2.197 0.537
H -1.130 -0.928 1.800
H 2.073 -0.513 1.326
H 3.649 -1.572 0.913
H -3.038 -1.229 1.872
H 3.539 0.097 -0.788
H -0.832 0.317 -1.763
H -0.371 1.658 0.851
H 1.981 -0.454 -1.307
H -3.472 0.168 -0.085

Calculated values
spin multiplicity: 1
total charge: +1

---

Quick rundown of max |F|, same order as above: 0.64, 1.59, 2.98, 5.36 eV/Å
Quick rundown of ΔE to the lowest compared entry with this formula, charge and spin, same order as above: 15.83, 24.50, 93.61, 172.91 kcal per mole